Density functional theory data (wB97M-V/def2-TZVPD) for a 2-piece molecular cluster, C3H7NOS overall in a non-equilibrium geometry.

Summary:
orbital gap	8.32	eV
energy above the lowest of the compared OMol25 structures with the same formula, charge and spin	86.1	kcal per mole
molecular weight	105.16	g/mol
LUMO energy	0.022	Ha
DFT total energy	-646.57475	hartree

Last column: natural (NBO) charge in e.
Element x y z (Å)
C1 2.188 0.201 -0.225  0.2414
C2 -1.646 0.330 0.527  -0.4410
C3 0.370 -0.992 -0.320  -0.3537
N1 -0.607 0.111 -0.544  -0.6627
O1 1.617 1.306 -0.084  -0.6644
S1 3.638 -0.396 -0.044  -0.0517
H1 -2.520 -0.470 0.574  0.2017
H2 -1.080 0.402 1.536  0.2153
H3 -2.224 1.372 0.433  0.2149
H4 0.274 -1.352 0.741  0.1949
H5 0.482 -1.867 -0.991  0.2149
H6 -1.002 0.139 -1.433  0.3889
H7 0.509 1.217 -0.170  0.5014

Cartesian forces (eV/Å) of the 3 atoms listed first:
C -3.9 -2.4 0.4
C -1.3 0.6 1.0
C 1.3 1.5 1.2

Density functional theory data (wB97M-V/def2-TZVPD) for one molecule with the formula C3H7NOS in a non-equilibrium geometry.

Summary:
orbital gap (spin up / spin down)	6.30 / 6.28	eV
energy above the lowest of the compared OMol25 structures with the same formula, charge and spin	117.0	kcal per mole
molecular weight	105.16	g/mol
LUMO energy (spin up / spin down)	-0.083 / -0.083	Ha
DFT total energy	-646.52554	hartree

Last column: natural (NBO) charge in e.
Element x y z (Å)
C1 -0.288 -1.005 -0.316  0.3170
C2 0.854 -1.288 0.759  -0.6159
C3 -0.167 1.714 -0.473  -0.4719
N1 -0.794 0.471 -0.154  -0.4069
O1 -1.173 -1.861 -0.361  -0.6595
S1 -2.356 0.687 0.296  0.3625
H1 0.279 -0.565 -1.195  0.1438
H2 1.443 -0.497 1.024  0.1897
H3 1.525 -1.956 0.200  0.2180
H4 0.602 -1.790 1.600  0.2216
H5 -0.501 2.115 -1.485  0.2457
H6 -0.380 2.375 0.398  0.2388
H7 0.956 1.598 -0.291  0.2171

Cartesian forces (eV/Å) of the 3 atoms listed first:
C 1.8 0.5 0.9
C 0.3 -0.5 -4.1
C 2.6 1.2 0.8

- DFT total energy of number 1 (C3H7NOS)?
  -646.57475 hartree

- Look up the DFT total energy of the second one.
  -646.52554 hartree

- Look up the molecular weight of the second one.
  105.16 g/mol